99
Properties=species:S:1:pos:R:3 method="wB97M-V/def2-TZVPD" homo_energy_ev="-2.69 / -5.25" orbital_gap_ev="4.4 / 6.6" e_tot_ev=-135538.95061 e_lumo_ev="1.71 / 1.37" spin_multiplicity=3 relative_energy_kj_mol=670.52 total_charge=-1
Re 1.44 -0.62 -0.59
C 1.94 -0.04 4.57
C 2.56 -0.42 3.23
C 3.52 -1.61 3.40
P 1.46 -0.60 1.78
C 0.12 0.65 2.03
C -1.03 0.51 1.04
C 0.69 2.07 1.90
C 0.58 -2.23 1.80
C 0.33 -2.88 3.03
C -0.24 -4.16 3.10
C -0.46 -4.83 4.42
C -0.55 -4.81 1.92
C -0.35 -4.18 0.69
C 0.17 -2.87 0.58
N 0.29 -2.22 -0.62
C -0.13 -2.79 -1.78
C -1.49 -2.87 -2.15
C -2.60 -2.40 -1.24
C -1.86 -3.42 -3.40
C -0.91 -3.86 -4.31
C -1.32 -4.38 -5.66
C 0.44 -3.72 -3.98
C 0.84 -3.20 -2.74
C 2.31 -3.06 -2.45
H 2.71 0.06 5.34
H 1.21 -0.77 4.94
H 1.43 0.92 4.52
H 3.20 0.43 2.97
H 3.00 -2.51 3.75
H 4.29 -1.38 4.13
H 4.02 -1.86 2.46
H -0.30 0.54 3.04
H -0.68 0.55 0.00
H -1.76 1.31 1.17
H -1.57 -0.43 1.19
H 1.10 2.25 0.90
H 1.50 2.27 2.62
H -0.09 2.82 2.08
H 0.59 -2.40 3.96
H -0.28 -4.15 5.26
H 0.21 -5.69 4.52
H -1.50 -5.17 4.50
H -0.97 -5.81 1.93
H -0.62 -4.73 -0.21
H -2.35 -1.44 -0.78
H -2.79 -3.14 -0.46
H -3.53 -2.24 -1.79
H -2.92 -3.49 -3.65
H -2.30 -4.86 -5.61
H -0.60 -5.12 -6.02
H -1.37 -3.55 -6.37
H 1.20 -4.02 -4.70
H 2.92 -3.41 -3.29
H 2.59 -3.65 -1.57
H 2.57 -2.01 -2.28
F 3.36 -0.62 -0.59
Sb 5.35 -0.62 -0.59
F 5.35 -2.57 -0.18
F 5.35 -1.03 -2.55
F 7.35 -0.62 -0.59
F 5.35 1.34 -1.00
F 5.35 -0.21 1.36
C 0.21 1.10 -0.59
Ge -0.92 2.69 -0.61
C -2.48 2.36 0.47
C -2.32 2.05 1.82
C -3.45 1.81 2.62
C -4.73 1.89 2.07
C -4.89 2.21 0.72
C -3.77 2.44 -0.09
C 0.01 4.19 0.17
C -0.64 5.42 0.28
C 0.02 6.51 0.85
C 1.34 6.37 1.31
C 1.99 5.14 1.20
C 1.33 4.05 0.63
C -1.39 3.05 -2.45
C -2.08 2.08 -3.19
C -2.43 2.33 -4.52
C -2.10 3.55 -5.12
C -1.40 4.52 -4.38
C -1.05 4.27 -3.05
H -1.33 1.99 2.26
H -3.32 1.57 3.67
H -5.60 1.71 2.69
H -5.88 2.27 0.29
H -3.91 2.69 -1.13
H -1.66 5.54 -0.07
H -0.48 7.47 0.94
H 1.85 7.22 1.75
H 3.00 5.03 1.56
H 1.84 3.10 0.55
H -2.35 1.14 -2.73
H -2.97 1.58 -5.09
H -2.37 3.74 -6.15
H -1.14 5.46 -4.85
H -0.52 5.03 -2.50
H 1.44 -0.62 -2.32